Here is the ion C4H11N2O with charge +1 in a non-equilibrium geometry from the Open Molecules 2025 dataset. Energies are from ωB97M-V/def2-TZVPD.

```
18
Properties=species:S:1:pos:R:3:nbo_charge:R:1
C -1.613 -1.624 -1.607 -0.635
C -0.919 -0.250 -1.551 -0.226
N 0.436 -0.384 -0.976 -0.572
C 1.041 0.144 0.103 0.657
O 2.207 -0.162 0.454 -0.647
C 0.313 0.966 1.199 -0.315
N 1.371 1.383 2.226 -0.699
H -2.332 -1.911 -0.736 0.230
H -0.968 -2.416 -1.725 0.218
H -2.423 -1.635 -2.471 0.241
H -1.500 0.291 -0.727 0.196
H -0.900 0.296 -2.517 0.232
H 0.984 -0.973 -1.560 0.420
H -0.335 0.160 1.607 0.257
H -0.248 1.771 0.850 0.246
H 0.964 1.453 3.158 0.441
H 1.753 2.303 2.001 0.448
H 2.168 0.586 2.270 0.508
```

Output
**LUMO energy**: -3.6 eV
**Kohn-Sham gap**: 10.4455 eV
**SMILES string**: CCNC(=O)C[NH3+]
**Total charge**: +1
**Largest force on an atom**: 4.86 eV/A
**Highest occupied orbital energy**: -14.05 eV
**Energy relative to the best compared isomer or geometry (same formula, charge and spin)**: 1.923 eV

***

Here is a structure of composition C24H56GeN3O7PS2Si3Ti from the Open Molecules 2025 dataset. Energies are from ωB97M-V/def2-TZVPD.

```
98
Properties=species:S:1:pos:R:3:mulliken_charge:R:1
Ti -1.129 0.126 1.609 -0.359
N -1.079 1.517 -0.155 0.309
C -1.727 2.829 0.025 -0.524
C -2.372 2.960 1.402 0.577
O -3.054 3.950 1.666 -0.794
N -2.108 1.910 2.189 0.590
C -2.833 1.773 3.432 -0.908
C -3.137 0.285 3.668 0.452
O -3.840 -0.082 4.585 -0.736
O -2.569 -0.521 2.802 -0.268
H -0.113 1.666 -0.475 -0.448
H -1.503 1.011 -0.929 -0.308
H -2.501 3.005 -0.724 0.448
H -0.990 3.625 -0.109 0.076
H -3.762 2.346 3.430 0.417
H -2.245 2.116 4.291 0.321
C -4.732 0.021 0.693 -1.018
Si -3.852 -0.849 -0.711 0.623
C -3.834 0.328 -2.186 -1.139
C -4.983 -2.274 -1.223 -1.111
Ge -1.791 -2.129 -0.476 0.648
Si -1.123 -2.515 -2.739 0.607
C -2.444 -3.227 -3.878 -1.107
C 0.298 -3.744 -2.638 -1.028
C -0.492 -0.902 -3.460 -0.307
Si -2.295 -4.090 0.789 0.501
C -0.676 -4.680 1.522 -1.064
C -2.959 -5.414 -0.378 -1.028
C -3.538 -3.761 2.146 -0.835
H -5.732 0.281 0.331 0.497
H -4.241 0.939 1.019 0.197
H -4.828 -0.631 1.562 0.159
H -4.873 0.609 -2.386 0.467
H -3.440 -0.147 -3.086 0.234
H -3.282 1.256 -2.024 0.235
H -5.956 -1.884 -1.533 0.441
H -5.150 -2.956 -0.387 0.216
H -4.570 -2.853 -2.051 0.196
H -2.863 -4.154 -3.479 0.282
H -1.998 -3.450 -4.852 0.398
H -3.267 -2.528 -4.041 0.288
H -0.044 -4.711 -2.261 0.293
H 1.066 -3.367 -1.958 0.169
H 0.753 -3.905 -3.620 0.430
H -1.304 -0.200 -3.663 0.350
H 0.029 -1.079 -4.406 0.439
H 0.207 -0.416 -2.775 -0.420
H 0.067 -4.864 0.743 0.249
H -0.823 -5.603 2.090 0.393
H -0.264 -3.921 2.190 0.246
H -2.237 -5.638 -1.168 0.230
H -3.890 -5.101 -0.854 0.297
H -3.156 -6.341 0.168 0.404
H -3.219 -2.930 2.778 0.106
H -3.654 -4.653 2.769 0.410
H -4.521 -3.506 1.745 0.218
O 1.697 0.571 4.688 -0.722
C 1.224 0.852 3.607 0.040
O 0.176 0.315 3.079 -0.331
C 1.916 1.899 2.724 1.259
N 0.899 2.812 2.087 1.575
C 1.032 4.149 2.718 -0.754
C 2.529 4.239 2.961 -0.324
C 2.886 2.832 3.452 -1.129
H 2.393 1.359 1.904 -0.263
H -0.055 2.425 2.167 -0.402
H 1.180 2.905 1.057 -0.947
H 0.461 4.153 3.648 0.426
H 0.630 4.901 2.042 0.395
H 3.028 4.460 2.015 0.101
H 2.782 5.019 3.679 0.441
H 2.729 2.725 4.525 0.395
H 3.920 2.567 3.240 0.333
C 3.726 -1.351 -1.274 -1.414
C 3.132 -0.589 -2.448 1.270
C 4.152 -0.350 -3.548 -1.626
O 2.531 0.668 -2.092 -0.396
P 2.984 1.510 -0.763 0.750
S 1.722 3.136 -0.888 -0.834
S 0.183 -1.337 0.222 -0.521
O 4.445 2.066 -1.371 -0.110
C 5.270 2.762 -0.441 1.196
C 6.626 2.080 -0.397 -1.538
C 5.361 4.222 -0.849 -1.452
H 4.046 -2.336 -1.621 0.476
H 2.992 -1.482 -0.479 0.233
H 4.598 -0.834 -0.866 0.268
H 2.304 -1.179 -2.851 -0.199
H 4.985 0.241 -3.165 0.242
H 3.695 0.197 -4.373 0.363
H 4.532 -1.303 -3.924 0.438
H 4.816 2.703 0.561 -0.327
H 7.077 2.093 -1.392 0.314
H 6.519 1.041 -0.082 0.322
H 7.298 2.589 0.296 0.425
H 5.819 4.302 -1.837 0.376
H 5.970 4.785 -0.136 0.398
H 4.363 4.656 -0.896 0.238
```

Output
**LUMO energy (spin up / spin down)**: 2.5 / 2.5 eV
**Kohn-Sham gap (spin up / spin down)**: 7.5064 / 7.6730 eV
**Multiplicity**: 2
**Expectation value of S²**: 0.753
**Total charge**: -1
**Largest force on an atom**: 0.62 eV/A
**Highest occupied orbital energy (spin up / spin down)**: -5.05 / -5.22 eV
**Energy relative to the best compared isomer or geometry (same formula, charge and spin)**: 0.000 eV

***

Here is the molecule C2H8OP2 in a non-equilibrium geometry from the Open Molecules 2025 dataset. Energies are from ωB97M-V/def2-TZVPD.

```
13
Properties=species:S:1:pos:R:3:nbo_charge:R:1
C 0.240 1.876 -0.019 -0.951
P 0.425 0.093 0.079 0.835
P 2.446 -0.476 -0.044 -0.354
C -1.087 -0.823 -0.602 -0.328
O -1.026 -2.118 -0.039 -0.688
H 0.732 2.326 -0.874 0.256
H -0.844 1.953 -0.026 0.242
H 0.799 2.173 0.816 0.260
H -0.252 -0.076 1.485 -0.105
H 2.223 -1.802 0.280 -0.005
H -1.958 -0.326 -0.417 0.177
H -0.921 -0.917 -1.625 0.198
H -0.776 -1.882 0.985 0.463
```

Output
**LUMO energy**: 0.6 eV
**Kohn-Sham gap**: 8.0838 eV
**SMILES string**: C[P@H](=P)CO
**Total charge**: 0
**Largest force on an atom**: 4.18 eV/A
**Highest occupied orbital energy**: -7.50 eV
**Energy relative to the best compared isomer or geometry (same formula, charge and spin)**: 1.128 eV

***

Here is the molecule C3H7ClN2 in a non-equilibrium geometry from the Open Molecules 2025 dataset. Energies are from ωB97M-V/def2-TZVPD.

```
13
Properties=species:S:1:pos:R:3:nbo_charge:R:1
C -0.307 -2.346 0.425 -0.310
C -0.994 -1.331 0.794 -0.254
C -0.843 -0.155 -0.063 -0.041
Cl -2.568 0.397 -0.376 -0.125
N -0.014 1.048 0.644 -0.468
N 0.162 2.171 -0.151 -0.635
H -0.101 -3.201 0.929 0.194
H 0.246 -2.247 -0.527 0.181
H -1.565 -1.368 1.639 0.217
H -0.248 -0.278 -1.074 0.238
H -0.523 1.139 1.554 0.330
H 0.957 2.710 0.151 0.347
H -0.518 2.797 0.020 0.327
```

Output
**LUMO energy**: 1.1 eV
**Kohn-Sham gap**: 10.5879 eV
**SMILES string**: C=C[C@@H](Cl)NN
**Total charge**: 0
**Largest force on an atom**: 4.57 eV/A
**Highest occupied orbital energy**: -9.46 eV
**Energy relative to the best compared isomer or geometry (same formula, charge and spin)**: 2.993 eV

***

Here is the ion C2HN2S3 with charge -1 in a non-equilibrium geometry from the Open Molecules 2025 dataset. Energies are from ωB97M-V/def2-TZVPD.

```
8
Properties=species:S:1:pos:R:3:nbo_charge:R:1
S 3.086 1.010 0.201 0.074
N 1.625 0.806 -0.224 -0.251
N 0.453 1.043 0.036 -0.078
C -0.702 0.514 0.003 -0.064
C -0.917 -0.961 0.017 -0.405
S -2.445 -1.500 0.173 -0.238
S 0.410 -1.970 -0.037 -0.232
H -1.510 1.059 -0.169 0.195
```

Output
**LUMO energy (spin up / spin down)**: 2.7 / 2.7 eV
**Kohn-Sham gap (spin up / spin down)**: 6.3566 / 6.3579 eV
**SMILES string**: S=N/N=C\C(=S)[S-]
**Total charge**: -1
**Largest force on an atom**: 4.49 eV/A
**Highest occupied orbital energy (spin up / spin down)**: -3.64 / -3.64 eV
**Energy relative to the best compared isomer or geometry (same formula, charge and spin)**: 2.780 eV

***

Here is a structure of composition C24H20F4HoN5OS2 from the Open Molecules 2025 dataset. Energies are from ωB97M-V/def2-TZVPD.

```
57
Properties=species:S:1:pos:R:3:nbo_charge:R:1
Ho -0.388 0.360 -0.110 1.646
C -1.610 -2.378 -1.942 -0.433
N -0.757 -2.189 -0.756 -0.488
C -1.400 -2.831 0.395 -0.424
C 0.571 -2.779 -1.022 -0.220
C 1.471 -1.793 -1.726 -0.232
N 1.561 -0.626 -0.863 -0.829
C 2.445 0.376 -1.149 0.179
C 2.526 1.452 -0.254 0.213
F 1.674 1.397 0.837 -0.330
C 3.300 2.571 -0.418 0.376
F 3.245 3.537 0.511 -0.306
C 4.118 2.696 -1.519 -0.392
C 4.087 1.650 -2.420 0.382
F 4.855 1.711 -3.516 -0.303
C 3.295 0.532 -2.254 0.230
F 3.334 -0.411 -3.218 -0.313
H -2.542 -1.832 -1.827 0.241
H -1.098 -1.999 -2.826 0.213
H -1.817 -3.445 -2.089 0.182
H -1.515 -3.910 0.236 0.192
H -2.393 -2.401 0.539 0.219
H -0.810 -2.670 1.296 0.207
H 0.459 -3.695 -1.613 0.194
H 1.027 -3.047 -0.067 0.198
H 1.069 -1.549 -2.716 0.187
H 2.443 -2.263 -1.888 0.206
H 4.740 3.565 -1.678 0.252
O 0.258 -0.479 2.254 -0.722
C 0.181 0.400 3.378 -0.097
C -0.540 1.684 3.049 0.217
C -0.711 2.629 4.048 -0.252
C -1.375 3.804 3.746 -0.126
C -1.854 3.995 2.459 -0.251
C -1.647 3.004 1.524 0.089
N -0.995 1.865 1.811 -0.527
H 1.173 -0.765 2.135 0.516
H 1.184 0.636 3.735 0.206
H -0.350 -0.111 4.182 0.203
H -0.326 2.440 5.043 0.225
H -1.517 4.562 4.506 0.228
H -2.379 4.897 2.178 0.237
H -2.003 3.096 0.508 0.248
S -2.933 0.666 -0.874 -0.394
C -2.703 1.409 -2.456 -0.187
C -3.744 1.290 -3.381 -0.168
C -3.681 1.868 -4.636 -0.150
C -4.787 1.717 -5.548 0.277
N -5.674 1.601 -6.271 -0.298
C -2.539 2.595 -4.996 -0.143
C -1.499 2.715 -4.089 -0.208
C -1.552 2.135 -2.819 -0.044
S -0.157 2.374 -1.761 -0.379
C -2.429 3.217 -6.293 0.276
N -2.335 3.709 -7.327 -0.296
H -4.627 0.732 -3.101 0.234
H -0.614 3.270 -4.370 0.237
```

Output
**LUMO energy (spin up / spin down)**: -0.4 / -0.4 eV
**Kohn-Sham gap (spin up / spin down)**: 7.3178 / 7.3226 eV
**Multiplicity**: 5
**Expectation value of S²**: 6.004
**Total charge**: 0
**Largest force on an atom**: 0.69 eV/A
**Highest occupied orbital energy (spin up / spin down)**: -7.69 / -7.69 eV
**Energy relative to the best compared isomer or geometry (same formula, charge and spin)**: 0.460 eV

***

What did the first record say?
Here is the ion C4H11N2O with charge +1 in a non-equilibrium geometry from the Open Molecules 2025 dataset. Energies are from ωB97M-V/def2-TZVPD.

```
18
Properties=species:S:1:pos:R:3:nbo_charge:R:1
C -1.613 -1.624 -1.607 -0.635
C -0.919 -0.250 -1.551 -0.226
N 0.436 -0.384 -0.976 -0.572
C 1.041 0.144 0.103 0.657
O 2.207 -0.162 0.454 -0.647
C 0.313 0.966 1.199 -0.315
N 1.371 1.383 2.226 -0.699
H -2.332 -1.911 -0.736 0.230
H -0.968 -2.416 -1.725 0.218
H -2.423 -1.635 -2.471 0.241
H -1.500 0.291 -0.727 0.196
H -0.900 0.296 -2.517 0.232
H 0.984 -0.973 -1.560 0.420
H -0.335 0.160 1.607 0.257
H -0.248 1.771 0.850 0.246
H 0.964 1.453 3.158 0.441
H 1.753 2.303 2.001 0.448
H 2.168 0.586 2.270 0.508
```

Output
**LUMO energy**: -3.6 eV
**Kohn-Sham gap**: 10.4455 eV
**SMILES string**: CCNC(=O)C[NH3+]
**Total charge**: +1
**Largest force on an atom**: 4.86 eV/A
**Highest occupied orbital energy**: -14.05 eV
**Energy relative to the best compared isomer or geometry (same formula, charge and spin)**: 1.923 eV

***

Look up the total charge of the fifth one. -1

***

Please write out number 6 again, unchanged.
Here is a structure of composition C24H20F4HoN5OS2 from the Open Molecules 2025 dataset. Energies are from ωB97M-V/def2-TZVPD.

```
57
Properties=species:S:1:pos:R:3:nbo_charge:R:1
Ho -0.388 0.360 -0.110 1.646
C -1.610 -2.378 -1.942 -0.433
N -0.757 -2.189 -0.756 -0.488
C -1.400 -2.831 0.395 -0.424
C 0.571 -2.779 -1.022 -0.220
C 1.471 -1.793 -1.726 -0.232
N 1.561 -0.626 -0.863 -0.829
C 2.445 0.376 -1.149 0.179
C 2.526 1.452 -0.254 0.213
F 1.674 1.397 0.837 -0.330
C 3.300 2.571 -0.418 0.376
F 3.245 3.537 0.511 -0.306
C 4.118 2.696 -1.519 -0.392
C 4.087 1.650 -2.420 0.382
F 4.855 1.711 -3.516 -0.303
C 3.295 0.532 -2.254 0.230
F 3.334 -0.411 -3.218 -0.313
H -2.542 -1.832 -1.827 0.241
H -1.098 -1.999 -2.826 0.213
H -1.817 -3.445 -2.089 0.182
H -1.515 -3.910 0.236 0.192
H -2.393 -2.401 0.539 0.219
H -0.810 -2.670 1.296 0.207
H 0.459 -3.695 -1.613 0.194
H 1.027 -3.047 -0.067 0.198
H 1.069 -1.549 -2.716 0.187
H 2.443 -2.263 -1.888 0.206
H 4.740 3.565 -1.678 0.252
O 0.258 -0.479 2.254 -0.722
C 0.181 0.400 3.378 -0.097
C -0.540 1.684 3.049 0.217
C -0.711 2.629 4.048 -0.252
C -1.375 3.804 3.746 -0.126
C -1.854 3.995 2.459 -0.251
C -1.647 3.004 1.524 0.089
N -0.995 1.865 1.811 -0.527
H 1.173 -0.765 2.135 0.516
H 1.184 0.636 3.735 0.206
H -0.350 -0.111 4.182 0.203
H -0.326 2.440 5.043 0.225
H -1.517 4.562 4.506 0.228
H -2.379 4.897 2.178 0.237
H -2.003 3.096 0.508 0.248
S -2.933 0.666 -0.874 -0.394
C -2.703 1.409 -2.456 -0.187
C -3.744 1.290 -3.381 -0.168
C -3.681 1.868 -4.636 -0.150
C -4.787 1.717 -5.548 0.277
N -5.674 1.601 -6.271 -0.298
C -2.539 2.595 -4.996 -0.143
C -1.499 2.715 -4.089 -0.208
C -1.552 2.135 -2.819 -0.044
S -0.157 2.374 -1.761 -0.379
C -2.429 3.217 -6.293 0.276
N -2.335 3.709 -7.327 -0.296
H -4.627 0.732 -3.101 0.234
H -0.614 3.270 -4.370 0.237
```

Output
**LUMO energy (spin up / spin down)**: -0.4 / -0.4 eV
**Kohn-Sham gap (spin up / spin down)**: 7.3178 / 7.3226 eV
**Multiplicity**: 5
**Expectation value of S²**: 6.004
**Total charge**: 0
**Largest force on an atom**: 0.69 eV/A
**Highest occupied orbital energy (spin up / spin down)**: -7.69 / -7.69 eV
**Energy relative to the best compared isomer or geometry (same formula, charge and spin)**: 0.460 eV

***

What is the formula in the second record? C24H56GeN3O7PS2Si3Ti